Here is the ion CH6N3 with charge +1 at a distorted geometry from the Open Molecules 2025 dataset. Energies are from the ωB97M-V functional and the def2-TZVPD basis.

```
10
Properties=species:S:1:pos:R:3:forces:R:3:nbo_charge:R:1
C -0.57612 0.33141 0.02374 3.13 3.09 -1.00 0.361
N 0.50084 -0.38593 0.04192 0.47 -4.17 -0.84 -0.341
N -1.76016 -0.14452 0.07497 -2.13 -0.53 -0.14 -0.716
N 1.83357 0.01422 0.09789 -0.94 1.05 2.37 -0.621
H -0.32487 1.41197 -0.15349 -0.93 -0.85 0.66 0.236
H 0.37309 -1.46495 0.04703 0.53 2.42 0.26 0.411
H -1.80400 -1.16158 -0.07455 -1.00 0.76 0.38 0.429
H -2.56802 0.50930 0.07376 0.73 -1.25 -0.12 0.462
H 1.88230 0.92067 0.54184 0.22 -0.09 0.16 0.379
H 2.44337 -0.03058 -0.67312 -0.08 -0.42 -1.73 0.400
```
Forces are in eV/Å.

Output
Charge: +1
Relative energy (zero: lowest compared OMol25 entry of this formula, charge and spin), eV: 2.248
HOMO-LUMO gap, eV: 10.868
E_LUMO, eV: -3.72
SMILES: NNC=[NH2+]

Here is a structure of composition C14H5N3O12V from the Open Molecules 2025 dataset. Energies are from the ωB97M-V functional and the def2-TZVPD basis.

```
35
Properties=species:S:1:pos:R:3:forces:R:3:lowdin_spin:R:1
V -0.09641 -0.31597 -0.04560 -0.96 0.00 0.13 1.880
O 5.07402 2.92965 0.04734 -0.04 -0.06 0.03 0.005
C 3.91486 2.22810 -0.01737 0.08 0.07 0.07 0.009
C 3.33357 1.87682 -1.23728 -0.18 -0.03 0.03 -0.002
C 2.14754 1.17002 -1.19186 0.25 0.07 -0.15 0.009
N 1.60927 0.85567 -0.03034 -0.38 -0.27 -0.03 -0.005
C 2.15620 1.13847 1.13884 0.28 0.05 0.16 0.008
C 3.34035 1.84466 1.19814 -0.20 -0.04 -0.10 -0.003
C 1.39138 0.47844 2.29587 0.08 -0.04 -0.19 0.004
O 1.74122 0.64291 3.44188 -0.03 0.05 -0.02 0.011
O 0.42609 -0.28031 1.85773 0.44 0.07 -0.14 0.000
C 1.37448 0.55371 -2.36504 0.04 -0.04 0.20 0.004
O 1.72000 0.75280 -3.50712 -0.02 0.04 0.02 0.011
O 0.40397 -0.20879 -1.94443 0.46 0.10 0.05 -0.001
H 5.38310 3.12742 -0.84232 0.00 0.01 -0.05 0.000
H 3.77916 2.12312 -2.19217 0.02 0.02 -0.01 0.000
H 3.80577 2.07410 2.14374 0.04 0.02 0.04 0.000
O -3.52366 -2.45899 -0.15618 -0.05 0.01 0.00 0.008
C -2.78997 -1.49712 -0.09171 0.23 0.14 0.01 0.007
O -1.48361 -1.59669 -0.08488 -0.02 0.07 0.01 0.015
C -3.37465 -0.09762 -0.01035 -0.21 -0.01 0.01 0.005
C -4.75612 -0.05239 0.03381 0.12 0.07 0.00 -0.001
C -5.42706 1.15559 0.12577 -0.35 0.00 0.00 0.003
C -4.74826 2.35611 0.16517 0.18 -0.14 -0.04 -0.001
C -3.37382 2.31860 0.09511 -0.09 0.38 -0.08 0.001
C -2.61420 1.11522 0.03169 -0.01 -0.17 0.02 0.006
O -1.32813 1.17344 0.05680 0.08 -0.13 -0.07 0.023
N -2.71204 3.63953 0.09272 0.13 -0.39 0.18 0.000
O -1.66841 3.77276 -0.50732 -0.06 0.00 -0.10 0.001
O -3.27118 4.53359 0.70558 -0.07 0.14 0.01 0.001
N -6.89305 1.17209 0.17788 0.36 -0.03 0.01 0.001
O -7.47474 0.10400 0.16892 -0.07 0.03 -0.01 0.001
O -7.44596 2.25703 0.23048 -0.08 -0.01 0.00 0.001
H -5.29677 -0.98766 -0.00014 0.00 0.03 0.00 0.000
H -5.26855 3.29879 0.24032 0.01 -0.04 0.00 0.000
```
Forces are in eV/Å.

Output
<S²>: 2.010
Spin multiplicity: 3
Charge: -1
Relative energy (zero: lowest compared OMol25 entry of this formula, charge and spin), eV: 0.053
HOMO-LUMO gap (alpha / beta), eV: 8.142 / 8.499
E_LUMO (alpha / beta), eV: 2.02 / 2.02

Here is the ion C2H2N2O3 with charge -2 at a distorted geometry from the Open Molecules 2025 dataset. Energies are from the ωB97M-V functional and the def2-TZVPD basis.

```
9
Properties=species:S:1:pos:R:3:forces:R:3:nbo_charge:R:1
C -1.22406 1.01579 -0.96540 -0.28 1.18 -0.66 0.742
C 0.13567 0.49760 -1.57158 0.08 -0.22 -2.91 -0.333
N 1.35554 0.80790 -0.92395 2.04 -0.97 1.35 -0.416
N 2.17888 -0.17989 -0.99839 -1.51 0.29 -0.23 0.029
O 3.32346 -0.06680 -0.46461 0.55 0.48 0.27 -0.684
O -1.37706 2.24886 -0.66232 0.72 -1.43 -0.13 -0.821
O -2.14254 0.16495 -1.01607 -0.22 -0.35 0.32 -0.813
H 0.09244 -0.69857 -1.81455 -0.14 2.87 0.34 0.158
H 0.31558 1.18110 -2.59134 -1.23 -1.85 1.67 0.138
```
Forces are in eV/Å.

Output
Charge: -2
Relative energy (zero: lowest compared OMol25 entry of this formula, charge and spin), eV: 0.553
HOMO-LUMO gap, eV: 6.576
E_LUMO, eV: 7.33
SMILES: O=C([O-])C/N=N/[O-]

Here is the molecule C2H4ClFO2 at a distorted geometry from the Open Molecules 2025 dataset. Energies are from the ωB97M-V functional and the def2-TZVPD basis.

```
10
Properties=species:S:1:pos:R:3:forces:R:3:nbo_charge:R:1
C 1.34148 -0.42853 0.55004 -1.51 2.73 -2.39 -0.245
C -0.85259 0.13372 -0.15222 -2.42 1.86 2.17 0.871
O -0.57044 0.49952 -1.36955 1.29 0.51 -1.52 -0.691
O -0.06353 -0.71738 0.44187 -0.08 -0.55 0.02 -0.506
F -0.89473 1.45637 0.76190 0.17 -2.48 -1.86 -0.467
Cl -2.58542 -0.45428 -0.10595 0.84 0.18 0.36 -0.077
H 1.44669 0.66781 0.66557 0.31 -0.65 -0.43 0.210
H 1.90790 -0.90098 -0.22443 0.14 0.16 -0.88 0.190
H 1.59516 -0.86276 1.40167 1.22 -1.83 3.89 0.191
H -1.32451 0.60652 -1.96888 0.04 0.06 0.64 0.524
```
Forces are in eV/Å.

Output
Relative energy (zero: lowest compared OMol25 entry of this formula, charge and spin), eV: 0.911
HOMO-LUMO gap, eV: 12.124
E_LUMO, eV: 0.60
SMILES: CO[C@](O)(F)Cl

Here is a structure of composition C17H22N7O5S2V from the Open Molecules 2025 dataset. Energies are from the ωB97M-V functional and the def2-TZVPD basis.

```
54
Properties=species:S:1:pos:R:3:forces:R:3:lowdin_spin:R:1
V -1.14800 0.66024 -0.97364 0.57 -0.09 0.46 1.917
N -0.66260 2.39515 -2.25032 0.03 -0.09 0.04 0.003
C -0.33451 3.51681 -1.33759 -0.05 0.00 -0.04 0.002
C -0.79402 3.19658 0.07723 -0.03 0.10 0.04 0.004
O -0.29197 3.79679 1.04013 0.03 0.01 0.04 0.001
N -1.73016 2.24733 0.11396 0.08 -0.31 -0.01 0.002
C -2.28941 1.83829 1.39405 -0.01 0.11 -0.02 0.002
C -1.69487 0.49409 1.80601 0.08 0.09 -0.03 0.004
O -1.57723 0.16953 2.97007 -0.05 -0.09 0.05 0.003
O -1.29944 -0.23308 0.78893 0.01 0.18 -0.28 0.019
H 0.09777 2.21401 -2.89863 -0.04 0.01 -0.01 0.004
H -1.47561 2.61515 -2.81587 -0.02 -0.04 0.04 0.002
H -0.82232 4.44129 -1.65231 0.03 0.01 0.00 0.000
H 0.73821 3.68604 -1.32198 0.00 -0.03 0.01 0.000
H -3.36400 1.68269 1.26467 -0.01 0.03 0.07 0.000
H -2.13881 2.58167 2.17584 0.05 -0.02 -0.01 -0.001
O -2.63827 0.23057 -2.01418 -0.26 0.00 -0.35 -0.018
N -3.39921 -0.14145 -2.98887 0.03 -0.02 0.08 -0.021
C -2.83657 -0.27810 -4.14999 -0.01 0.05 0.02 0.035
C -1.44425 0.00119 -4.35720 0.03 -0.07 0.05 0.008
N -0.32957 0.26854 -4.45282 -0.01 0.06 -0.02 0.019
C -3.64347 -0.69055 -5.25859 0.01 -0.01 0.04 0.004
N -4.25778 -1.01129 -6.17385 -0.01 0.00 -0.02 0.016
O -1.37613 -2.50832 -2.52435 0.02 -0.02 0.01 -0.002
S -0.33911 -1.77530 -1.75629 -0.09 0.09 -0.01 0.000
C 1.24102 -2.04520 -2.59011 -0.02 0.01 -0.03 0.000
C 1.65544 -3.44192 -2.14826 -0.01 0.01 -0.02 0.000
C 1.49071 -3.43115 -0.62975 0.00 0.03 0.03 0.000
C 0.13493 -2.79148 -0.32363 -0.04 0.00 -0.02 0.000
H 1.93582 -1.28568 -2.23328 0.00 0.01 0.00 0.000
H 1.05140 -1.91381 -3.65288 0.01 -0.02 0.00 0.000
H 2.67852 -3.66432 -2.45130 0.00 0.00 0.00 0.000
H 0.99635 -4.18290 -2.60496 0.01 -0.01 0.00 0.000
H 2.27498 -2.81634 -0.18310 0.00 0.00 0.01 0.000
H 1.55585 -4.43048 -0.19890 -0.01 -0.01 -0.01 0.000
H 0.12231 -2.16367 0.56388 -0.01 0.00 -0.02 0.000
H -0.68539 -3.50831 -0.27180 0.01 -0.02 0.01 0.000
C 0.62787 2.48314 4.17918 0.00 -0.01 -0.03 0.000
C 1.13314 1.35980 3.34050 0.04 -0.01 0.05 0.000
C 1.54780 0.14644 3.82941 -0.01 0.04 0.03 -0.002
C 1.92478 -0.83444 2.91803 0.04 -0.03 -0.02 0.000
N 1.91229 -0.62899 1.59787 0.05 0.06 0.04 -0.002
C 1.51833 0.54814 1.13985 -0.19 -0.10 -0.06 0.001
S 1.41275 0.86862 -0.55723 -0.13 0.03 0.04 0.001
N 1.16324 1.53349 2.00832 -0.02 0.16 -0.10 -0.001
C 2.31848 -2.20033 3.37818 -0.01 0.01 0.00 0.000
H -0.26210 2.14005 4.70712 -0.02 0.00 0.00 0.000
H 0.36328 3.34310 3.56692 -0.01 0.01 -0.01 0.000
H 1.37871 2.77451 4.91339 -0.01 -0.01 0.01 0.000
H 1.53749 -0.04676 4.89187 -0.01 0.00 0.00 0.000
H 0.83111 2.43694 1.62865 -0.06 -0.11 -0.02 0.000
H 2.85798 -2.16295 4.32321 -0.01 0.00 0.01 0.000
H 2.92202 -2.69286 2.62015 0.01 0.00 0.00 0.000
H 1.41221 -2.79054 3.53429 -0.01 0.00 -0.01 0.000
```
Forces are in eV/Å.

Output
<S²>: 2.019
Spin multiplicity: 3
Relative energy (zero: lowest compared OMol25 entry of this formula, charge and spin), eV: 0.038
HOMO-LUMO gap (alpha / beta), eV: 8.067 / 8.599
E_LUMO (alpha / beta), eV: -0.59 / -0.46

Here is the molecule C5H9NO at a distorted geometry from the Open Molecules 2025 dataset. Energies are from the ωB97M-V functional and the def2-TZVPD basis.

```
16
Properties=species:S:1:pos:R:3:forces:R:3:nbo_charge:R:1
C -1.54560 -0.18597 -0.68169 0.02 0.00 -0.04 -0.653
C -0.77103 -0.17972 0.62863 -0.11 0.25 -0.08 0.120
O -0.61761 -1.47928 1.16132 0.05 -0.23 -0.15 -0.705
C 0.62108 0.50925 0.54421 0.06 -0.01 0.06 -0.351
C 1.67844 -0.28816 -0.24001 0.04 -0.02 -0.06 -0.601
C 0.47956 1.86222 -0.01161 -0.11 0.87 -0.36 0.291
N 0.34756 2.90855 -0.48775 0.13 -0.97 0.48 -0.331
H -1.74370 0.83502 -1.02110 0.05 -0.15 0.02 0.236
H -2.50359 -0.69414 -0.53544 0.15 0.07 -0.02 0.227
H -0.99262 -0.70774 -1.47405 -0.04 0.06 0.12 0.203
H -1.35082 0.36718 1.37890 0.05 -0.01 -0.09 0.187
H -0.42400 -2.08220 0.43068 -0.07 0.07 0.21 0.464
H 0.96604 0.61818 1.57857 -0.05 -0.03 -0.12 0.251
H 2.67915 -0.06892 0.14173 -0.15 0.03 -0.11 0.228
H 1.66572 -0.05477 -1.30805 -0.07 -0.06 0.15 0.221
H 1.51141 -1.35948 -0.10433 0.07 0.13 -0.01 0.212
```
Forces are in eV/Å.

Output
Relative energy (zero: lowest compared OMol25 entry of this formula, charge and spin), eV: 1.013
HOMO-LUMO gap, eV: 11.486
E_LUMO, eV: 0.72
SMILES: C[C@@H](O)[C@@H](C)C#N